w.
Density functional theory data (the ωB97M-V functional and the def2-TZVPD basis) for a 3-piece molecular cluster, C4H14NO2 overall.

Geometry (Å):
C: -1.00929 -1.26161 1.99077
C: 0.45354 -0.88668 2.18635
C: 0.87629 0.27792 1.31102
C: 1.78612 0.27908 0.34844
N: -1.26479 -1.47031 0.48257
H: -1.22011 -2.25778 2.38293
H: -1.63726 -0.42883 2.33360
H: 0.66762 -0.52483 3.19975
H: 1.02057 -1.82060 2.13960
H: 0.53862 1.23488 1.72691
H: 2.02212 1.24305 -0.09410
H: 2.37050 -0.46543 -0.19606
H: -1.63223 -0.64751 0.01388
H: -0.38869 -1.71136 0.01212
H: -1.87630 -2.25526 0.19302
H: -0.31342 3.45570 -3.48677
H: 1.19288 3.18642 -3.46296
O: 0.34080 2.78775 -3.26930
H: -1.45625 0.27747 -2.07260
H: 0.00976 0.37272 -1.70267
O: -0.73720 -0.25062 -1.68580

Calculated values
total charge = +1
HOMO-LUMO gap = 10.83 eV
highest occupied orbital energy = -13.92 eV


x.
Density functional theory data (the ωB97M-V functional and the def2-TZVPD basis) for a 2-piece molecular cluster, C4H14NO2 overall.

Geometry (Å):
C: 0.66722 -2.03468 0.69536
C: 0.03965 -1.09181 -0.31814
C: -1.17752 -0.29489 0.15422
C: -1.59424 0.91098 -0.64818
O: -0.93661 0.97632 -1.92522
N: 1.09847 0.00439 -0.59083
H: 1.25814 -2.70855 0.05873
H: 1.44301 -1.76530 1.38730
H: -0.11375 -2.63069 1.16239
H: -0.11672 -1.60338 -1.26171
H: -0.96640 0.00295 1.18920
H: -1.95109 -1.04151 0.35231
H: -1.36765 1.90065 -0.24128
H: -2.66202 0.91778 -0.80917
H: -1.38728 1.43959 -2.63312
H: 1.19253 0.69090 0.17486
H: 0.93905 0.47484 -1.48554
H: 1.96447 -0.52715 -0.64491
H: 1.83052 2.38610 2.18334
H: 0.46985 2.00088 1.77048
O: 1.37037 1.99257 1.42991

Calculated values
total charge = +1
HOMO-LUMO gap = 11.62 eV
highest occupied orbital energy = -14.50 eV


y.
Density functional theory data (the ωB97M-V functional and the def2-TZVPD basis) for a 2-piece molecular cluster, C4H14NO2 overall.

Geometry (Å):
C: -1.73051 -0.62499 0.49772
C: -0.73868 -0.20144 -0.57338
C: 0.37981 -1.18236 -0.94414
C: 1.46124 -0.35177 -1.82841
O: 1.02324 0.91344 -2.07298
N: -1.18455 -0.12814 1.82306
H: -1.82450 -1.69824 0.48740
H: -2.76871 -0.02890 0.26426
H: -1.19086 0.15985 -1.54777
H: -0.06575 0.84871 -0.33875
H: -0.06414 -2.02246 -1.39372
H: 0.70246 -1.76084 0.01373
H: 2.47929 -0.61908 -1.50907
H: 1.57049 -0.86720 -2.90597
H: 1.80254 1.49038 -2.14678
H: -1.73247 -0.16892 2.69213
H: -0.91542 0.78633 1.69162
H: -0.32837 -0.70359 1.96930
H: 1.75426 1.82714 1.82817
H: 0.59035 2.60100 2.13682
O: 0.78027 1.73109 1.85674

Calculated values
total charge = +1
HOMO-LUMO gap = 9.85 eV
highest occupied orbital energy = -13.07 eV


z.
Density functional theory data (the ωB97M-V functional and the def2-TZVPD basis) for a 2-piece molecular cluster, C4H14NO2 overall.

Geometry (Å):
C: 0.31314 -0.51604 0.32216
C: -1.13882 -0.23635 0.04194
C: -1.48785 1.24585 0.18479
C: -1.01031 1.87818 1.49641
O: 0.41678 2.04183 1.50831
N: 0.69720 -1.95007 -0.13919
H: 1.01858 0.14413 -0.18459
H: 0.52392 -0.42683 1.38081
H: -1.77825 -0.82598 0.69059
H: -1.46348 -0.53936 -0.96081
H: -1.10752 1.82896 -0.64633
H: -2.56476 1.34478 0.20481
H: -1.22105 1.18110 2.29729
H: -1.50277 2.84299 1.62010
H: 0.62048 2.95643 1.26921
H: -0.12584 -2.32771 -0.59428
H: 1.47305 -1.82387 -0.80310
H: 1.01200 -2.53797 0.62497
H: 3.10876 -1.15795 -2.42811
H: 2.01705 -1.64686 -3.40903
O: 2.19968 -1.47525 -2.47595

Calculated values
total charge = +1
HOMO-LUMO gap = 10.45 eV
highest occupied orbital energy = -13.58 eV


z has the most favorable energy; the next structure is 6.5 kcal/mol above.


w.
Density functional theory data (the ωB97M-V functional and the def2-TZVPD basis) for a 3-piece molecular cluster, C4H14NO2 overall.

Geometry (Å):
C: -2.13652 0.00351 1.20329
C: -1.89893 -1.13994 0.22428
C: -1.13033 -2.19556 0.96508
C: 0.11780 -2.59392 0.78160
N: -0.84154 0.74125 1.46445
H: -2.79993 0.77321 0.79510
H: -2.62585 -0.19648 2.15528
H: -2.90925 -1.45521 -0.04592
H: -1.35457 -0.77525 -0.64716
H: -1.71698 -2.54563 1.81623
H: 0.59532 -3.33447 1.40430
H: 0.63391 -2.34643 -0.14122
H: -0.23670 0.84768 0.63453
H: -0.98590 1.62801 1.94588
H: -0.27548 0.15933 2.10248
H: 4.53025 1.78281 -3.68128
H: 4.80147 3.18796 -4.13865
O: 4.50153 2.69682 -3.37744
H: 1.94019 1.25067 -0.86295
H: 0.67871 1.72829 -1.71800
O: 1.11282 1.78334 -0.87987

Calculated values
total charge = +1
HOMO-LUMO gap = 10.54 eV
highest occupied orbital energy = -13.73 eV


x.
Density functional theory data (the ωB97M-V functional and the def2-TZVPD basis) for a 2-piece molecular cluster, C4H14NO2 overall.

Geometry (Å):
C: -0.00219 0.64288 1.28156
C: 1.37848 0.23210 0.76431
C: 1.46159 0.01808 -0.76540
C: 0.35940 0.54985 -1.68345
O: -0.16352 1.83243 -1.37105
N: -0.82755 -0.57296 1.60670
H: -0.49751 1.27104 0.54983
H: 0.03346 1.29854 2.14553
H: 2.05216 1.05802 0.99031
H: 1.79529 -0.62908 1.28935
H: 1.56432 -1.05631 -0.97317
H: 2.40621 0.33624 -1.15016
H: 0.66998 0.58883 -2.70195
H: -0.47323 -0.14462 -1.60543
H: 0.50465 2.52548 -1.34119
H: -0.22257 -1.35776 1.81425
H: -1.41016 -0.94635 0.82023
H: -1.49260 -0.34830 2.33846
H: -3.05682 -1.59860 -0.39653
H: -1.89055 -1.81144 -1.26610
O: -2.18881 -1.88809 -0.34609

Calculated values
total charge = +1
HOMO-LUMO gap = 10.81 eV
highest occupied orbital energy = -14.02 eV


y.
Density functional theory data (the ωB97M-V functional and the def2-TZVPD basis) for a 2-piece molecular cluster, C4H14NO2 overall.

Geometry (Å):
O: -1.85572 -1.08551 1.18135
C: -1.29666 -2.17738 0.33287
C: 0.21884 -1.83158 0.14057
N: 0.29262 -0.43222 -0.47106
C: 1.69472 0.09788 -0.30053
C: 1.77154 1.46820 0.33885
H: -2.73368 -1.20722 1.34749
H: -1.26689 -3.15652 1.04792
H: -1.81327 -2.48734 -0.53744
H: 0.84273 -2.05294 1.03962
H: 0.49227 -2.64526 -0.59248
H: -0.20105 0.29039 0.22083
H: -0.07932 -0.34404 -1.39077
H: 2.39998 -0.44311 0.47681
H: 2.14645 0.23292 -1.28989
H: 1.14597 2.11985 -0.27221
H: 1.48592 1.54867 1.44838
H: 2.87767 1.79856 0.19896
H: -1.72012 3.54146 -1.65906
H: -2.63823 3.56827 -0.50660
O: -1.76376 3.19692 -0.75362

Calculated values
total charge = +1
HOMO-LUMO gap = 11.70 eV
highest occupied orbital energy = -14.66 eV


x has the most favorable energy; the next structure is 6.5 kcal/mol above.


w.
Density functional theory data (the ωB97M-V functional and the def2-TZVPD basis) for a 2-piece molecular cluster, C3H11NOS2 overall.

Geometry (Å):
N: 0.81959 0.68258 1.16039
C: -0.64292 1.11333 0.83276
C: -0.64594 1.95091 -0.49843
S: -1.52851 1.17018 -1.97173
S: -1.15207 -0.83404 -1.52903
C: 0.51580 -0.96265 -2.28405
H: 1.30114 1.02238 1.97022
H: 0.80314 -0.32984 1.34244
H: -1.33663 0.25039 0.69262
H: -1.10278 1.73540 1.50680
H: -1.25083 2.87852 -0.28869
H: 0.41545 2.19051 -0.85344
H: 0.34287 -0.94827 -3.31324
H: 1.09640 -0.09316 -1.90839
H: 0.96335 -1.91260 -2.14239
H: -0.08746 -2.62731 1.88624
H: 0.98594 -3.04327 2.87744
O: 0.50344 -2.24309 2.52046

Calculated values
SMILES string = CSSCCN.O
total charge = 0
HOMO-LUMO gap = 9.11 eV
highest occupied orbital energy = -8.74 eV


x.
Density functional theory data (the ωB97M-V functional and the def2-TZVPD basis) for a 2-piece molecular cluster, C3H11NOS2 overall.

Geometry (Å):
S: 2.65835 -0.69256 0.61339
S: 1.61843 0.31577 2.13132
C: 0.20301 0.77894 1.10718
C: -0.58349 -0.37785 0.51493
C: -1.96127 0.04779 0.00356
N: -2.96044 -0.98767 -0.12139
H: 3.89383 -0.39213 1.03076
H: -0.42126 1.52751 1.60348
H: 0.62195 1.37745 0.28254
H: -0.03122 -0.82572 -0.31826
H: -0.65436 -1.18535 1.24444
H: -2.34316 0.83622 0.66200
H: -1.89114 0.57182 -0.95530
H: -2.76886 -1.64467 -0.87332
H: -3.06099 -1.50752 0.74151
H: -2.93767 0.87703 -6.34863
H: -2.59001 1.61245 -5.04536
O: -2.64258 0.73978 -5.44345

Calculated values
SMILES string = NCCCSS.O
total charge = 0
HOMO-LUMO gap = 8.83 eV
highest occupied orbital energy = -8.35 eV


x has the most favorable energy; the next structure is 12.5 kcal/mol above.


w.
Density functional theory data (the ωB97M-V functional and the def2-TZVPD basis) for a 2-piece molecular cluster, C3H11NOS2 overall.

Geometry (Å):
N: 2.63824 -0.97654 -0.50906
C: 1.74560 -1.48846 0.46460
C: 0.26816 -1.19716 0.11936
S: -0.49970 0.42508 0.12551
S: 1.00000 1.76602 -0.21899
C: 1.33497 2.27426 1.54813
H: 2.70901 0.00469 -0.64350
H: 2.55297 -1.44154 -1.40177
H: 1.74234 -2.56259 0.51247
H: 1.80531 -1.02815 1.45757
H: 0.05170 -1.53277 -0.91349
H: -0.39378 -1.76794 0.79812
H: 0.81018 1.61775 2.33242
H: 2.39126 2.29897 1.77242
H: 0.87685 3.27041 1.50407
H: -6.38907 0.90899 -2.40666
H: -6.50148 -0.57418 -1.92987
O: -6.14257 0.00318 -2.61132

Calculated values
SMILES string = CSSCCN.O
total charge = 0
HOMO-LUMO gap = 9.22 eV
highest occupied orbital energy = -8.52 eV


x.
Density functional theory data (the ωB97M-V functional and the def2-TZVPD basis) for a 2-piece molecular cluster, C3H11NOS2 overall.

Geometry (Å):
N: -0.83451 -0.38522 -0.03463
C: 0.33157 -0.85033 0.70044
C: 0.29496 -2.35184 0.97309
C: 0.27093 -0.03928 2.01934
S: 0.11465 1.71324 1.39148
S: 1.14572 2.77552 2.81673
H: -0.96652 -0.71696 -0.98288
H: -1.67956 -0.74573 0.40539
H: 1.26880 -0.58525 0.19725
H: -0.34019 -2.57173 1.81487
H: 0.05435 -3.03703 0.16588
H: 1.28748 -2.73958 1.21059
H: -0.61800 -0.22394 2.63457
H: 1.14511 -0.12663 2.65104
H: 0.44069 3.79672 3.30996
H: -0.20612 1.32296 -6.34743
H: -1.23299 2.57731 -6.24180
O: -0.47638 2.18777 -6.68388

Calculated values
SMILES string = C[C@@H](N)CSS.O
total charge = 0
HOMO-LUMO gap = 8.91 eV
highest occupied orbital energy = -8.28 eV


x has the most favorable energy; the next structure is 3.0 kcal/mol above.


w.
Density functional theory data (the ωB97M-V functional and the def2-TZVPD basis) for a 2-piece molecular cluster, C2H6N6 overall.

Geometry (Å):
C: 2.02559 1.34816 0.58030
C: 0.83993 1.41638 0.77744
N: 1.21514 -1.41661 -1.89045
N: 0.28179 -1.66549 -1.09707
N: -2.64129 0.87704 1.10699
N: 0.10283 -1.34232 0.11810
N: -1.42232 0.85404 0.65962
N: -0.43725 1.57601 1.08964
H: 2.95923 1.54491 0.21973
H: 1.04040 -1.67647 -2.89359
H: -0.55710 -2.28631 -1.36206
H: -2.73994 1.65925 1.73878
H: 0.64212 -0.65894 0.57612
H: -1.30912 -0.22966 0.37645

Calculated values
total charge = 0
HOMO-LUMO gap (spin up / spin down) = 8.33 / 8.33 eV
highest occupied orbital energy (spin up / spin down) = -8.44 / -8.44 eV


x.
Density functional theory data (the ωB97M-V functional and the def2-TZVPD basis) for an isolated molecule of C2H6N6.

Geometry (Å):
C: -0.18895 -0.61767 0.02018
C: 2.01091 -0.63939 -0.09762
H: -3.27382 -0.45574 0.10087
H: -2.13088 0.73455 -0.12235
H: 1.12429 -2.46857 -0.19299
H: 2.94027 -0.99346 0.02515
H: 0.02762 1.73680 1.34015
H: 0.29137 2.56988 -0.33962
N: -2.43846 -0.24035 -0.34601
N: -1.39205 -1.05153 0.09375
N: 0.98873 -1.42907 0.05825
N: 1.75547 0.56225 -0.23627
N: 0.39645 0.56490 -0.44949
N: -0.11093 1.72741 0.14602

Calculated values
SMILES string = N/N=c1/[nH]cnn1N
total charge = 0
HOMO-LUMO gap = 8.40 eV
highest occupied orbital energy = -7.61 eV


x has the most favorable energy; the next structure is 98.3 kcal/mol above.


w.
Density functional theory data (the ωB97M-V functional and the def2-TZVPD basis) for a 2-piece molecular cluster, C3H9N2 overall.

Geometry (Å):
C: -2.09482 0.72681 1.82726
C: 1.00634 0.94001 -0.94469
C: 1.44146 -1.37088 -0.88004
N: -1.66968 0.39257 0.70885
N: 0.67895 -0.18307 -0.52394
H: -1.51806 1.30633 2.60596
H: -3.14111 0.45098 2.10210
H: 0.44338 1.87846 -0.72181
H: 1.80676 1.14966 -1.69394
H: 0.83825 -2.23106 -1.07261
H: 2.20893 -1.13317 -1.65018
H: 2.15533 -1.61293 -0.14324
H: -2.16550 -0.25494 0.09443
H: 0.00979 -0.05876 0.29187

Calculated values
total charge = +1
HOMO-LUMO gap = 9.94 eV
highest occupied orbital energy = -14.40 eV


x.
Density functional theory data (the ωB97M-V functional and the def2-TZVPD basis) for a 2-piece molecular cluster, C3H9N2 overall.

Geometry (Å):
C: -2.40890 -0.31051 -0.10754
C: 2.96222 -0.96547 -2.07561
C: -1.47161 0.64258 0.64278
N: 0.52751 -0.48097 0.66410
N: -0.13841 0.29094 0.06031
H: -2.12665 -1.34303 0.25200
H: -3.44313 0.01786 0.23279
H: -2.29335 -0.17041 -1.15545
H: 3.08211 -1.28655 -1.01784
H: 3.71242 -0.13847 -2.28100
H: 2.66686 -1.61064 -2.93606
H: -1.41170 0.49954 1.69499
H: -1.78386 1.63501 0.29963
H: 0.08611 -0.77803 1.57418

Calculated values
total charge = +1
HOMO-LUMO gap (spin up / spin down) = 9.96 / 3.87 eV
highest occupied orbital energy (spin up / spin down) = -15.48 / -12.78 eV


y.
Density functional theory data (the ωB97M-V functional and the def2-TZVPD basis) for an isolated ion of composition C3H9N2 and charge +1.

Geometry (Å):
C: -0.08856 -1.04630 0.18680
N: 1.23898 -1.46369 -0.12137
H: -0.82077 -1.25653 -0.59699
H: -0.43998 -1.52384 1.09600
H: 1.53362 -2.25232 0.42965
H: 1.37414 -1.56941 -1.11477
C: -0.09900 1.15434 -1.02216
C: -0.59785 1.05270 1.31350
N: -0.17364 0.45416 0.28599
H: 0.64656 0.63955 -1.62170
H: -1.04385 1.02946 -1.54866
H: 0.12228 2.19446 -0.83969
H: -0.67346 0.52299 2.26084
H: -0.97847 2.06445 1.29255

Calculated values
SMILES string = C=[N+](C)CN
total charge = +1
HOMO-LUMO gap = 9.73 eV
highest occupied orbital energy = -14.60 eV


y has the most favorable energy; the next structure is 23.8 kcal/mol above.